ORCA calculation (the ωB97M-V functional and the def2-TZVPD basis) on a cluster of 2 separate species, C3H10N4 in total at a distorted geometry.

Results
* E_LUMO (alpha / beta): -11.124 / -11.168 eV
* orbital gap (alpha / beta): 0.299 / 0.290 Eh
* HOMO energy (alpha / beta): -19.249 / -19.050 eV
* energy relative to the best compared isomer or geometry (same formula, charge and spin): 98.3 kcal per mole

Structure (ORCA input):
```
! RIJCOSX wB97M-V def2-TZVPD def2/J DEFGRID3
* xyz 2 1
C 1.2650 0.9344 0.1257
C -1.6820 0.3579 -0.1418
C 0.9113 -1.5660 -0.4874
N -2.0381 1.5814 0.0592
N 0.6038 -0.1611 -0.2948
N 2.5376 0.9180 0.4180
N -2.5085 -0.6996 -0.1298
H 0.6192 1.7723 0.1745
H 0.3741 -1.8442 -1.4215
H 1.8901 -1.6324 -1.0237
H 0.7451 -2.2743 0.3708
H -1.3189 2.2342 -0.2159
H -3.0232 1.9015 0.2875
H 3.0210 1.7492 0.6603
H 3.0225 0.0163 0.6312
H -3.4992 -0.6440 -0.4152
H -2.1542 -1.6932 -0.2254
*
```

These are the Mulliken partial charges, in e, on atoms 1 to 5: number 1, C, carries 0.224; number 2, C, carries 0.595; number 3, C, carries -0.968; number 4, N, carries -0.262; number 5, N, carries -0.194



ORCA calculation (the ωB97M-V functional and the def2-TZVPD basis) on the ion C2H3N2O2 with charge -1 at a distorted geometry.

Results
* E_LUMO (alpha / beta): 4.146 / 4.146 eV
* orbital gap (alpha / beta): 0.261 / 0.261 Eh
* HOMO energy (alpha / beta): -2.950 / -2.949 eV
* energy relative to the best compared isomer or geometry (same formula, charge and spin): 32.0 kcal per mole

Structure (ORCA input):
```
! RIJCOSX wB97M-V def2-TZVPD def2/J DEFGRID3
* xyz -1 1
C 1.5820 0.3114 0.0092
C -1.2155 -0.0706 0.4699
N -0.6187 -0.2558 -0.6520
N 0.5210 0.2053 -1.0744
O 1.4397 -0.7158 0.6769
O 2.3257 1.3127 -0.0507
H -2.2959 -0.2810 0.5955
H -0.6206 0.2380 1.4111
H -1.1177 -0.7443 -1.3854
*
```

These are the Mulliken partial charges, in e, on atoms 1 to 5: number 1, C, carries 0.638; number 2, C, carries -0.439; number 3, N, carries 0.373; number 4, N, carries -0.842; number 5, O, carries -0.695



ORCA calculation (the ωB97M-V functional and the def2-TZVPD basis) on a cluster of 2 separate species, C4H12S2 in total at a distorted geometry.

Results
* E_LUMO: 0.843 eV
* orbital gap: 0.361 Eh
* HOMO energy: -8.967 eV
* energy relative to the best compared isomer or geometry (same formula, charge and spin): 10.5 kcal per mole

Structure (ORCA input):
```
! RIJCOSX wB97M-V def2-TZVPD def2/J DEFGRID3
* xyz 0 1
C -0.8819 1.6236 -0.3419
C -2.1603 2.4795 -0.4465
S -3.6030 1.4740 -0.9036
H -0.0245 2.2312 -0.0806
H -0.7315 1.0589 -1.2532
H -1.0998 0.8781 0.4260
H -2.3722 2.8939 0.5380
H -1.9853 3.2627 -1.1771
H -3.0685 0.3118 -0.5188
C 2.0928 -1.3205 1.1280
C 2.1047 -2.1258 -0.1735
S 0.4733 -2.1775 -0.9800
H 1.5835 -1.9737 1.8556
H 1.4693 -0.4310 1.0769
H 3.0971 -1.2244 1.5212
H 2.8366 -1.7343 -0.8782
H 2.4434 -3.1398 0.0173
H -0.1736 -2.0868 0.1903
*
```

These are the Mulliken partial charges, in e, on atoms 1 to 5: number 1, C, carries -1.138; number 2, C, carries -0.379; number 3, S, carries -0.219; number 4, H, carries 0.387; number 5, H, carries 0.373



ORCA calculation (the ωB97M-V functional and the def2-TZVPD basis) on a structure of composition C39H44N3OPPdSb at a distorted geometry.

Results
* E_LUMO: 2.635 eV
* orbital gap: 0.189 Eh
* HOMO energy: -2.496 eV

Structure (ORCA input):
```
! RIJCOSX wB97M-V def2-TZVPD def2/J DEFGRID3
* xyz -1 1
Pd 0.8640 0.4796 -0.3135
C 0.3319 0.4358 3.2287
N 1.2320 0.3988 2.1099
C 2.4600 0.0949 2.3446
C 3.4173 -0.0691 1.3250
C 4.7886 -0.3505 1.4606
C 5.2822 -0.4772 0.1760
C 4.1894 -0.2772 -0.6741
N 3.0754 -0.0182 0.0006
C 0.1942 1.7963 3.8746
C -0.4127 1.8867 5.1230
C -0.5642 3.1066 5.7535
C -0.1285 4.2638 5.1302
C 0.4708 4.1853 3.8852
C 0.6411 2.9604 3.2620
H 0.6393 -0.2836 4.0154
H -0.6634 0.1291 2.8715
H 2.8066 -0.0947 3.3760
H 5.3303 -0.4262 2.3877
H 6.2933 -0.6893 -0.1302
H 4.2063 -0.3400 -1.7520
H -0.7648 0.9865 5.6095
H -1.0217 3.1561 6.7330
H -0.2515 5.2199 5.6200
H 0.8072 5.0885 3.3959
H 1.1176 2.9050 2.2903
C 0.6191 3.1856 -3.5026
C 1.8948 2.4554 -3.0936
C 2.2395 2.7398 -1.6282
C 1.7798 0.9343 -3.2343
C 1.8237 0.3567 -4.6600
O 0.9071 -0.7202 -4.6225
C 0.1952 -0.5904 -3.4369
N 0.5557 0.3719 -2.6746
C -0.8229 -1.6046 -3.2539
C -1.3843 -2.1592 -4.4158
C -2.2574 -3.2207 -4.3592
C -2.5760 -3.7858 -3.1292
C -2.0371 -3.2457 -1.9778
C -1.1824 -2.1460 -2.0035
P -0.4980 -1.5388 -0.4122
C -2.0100 -1.8667 0.5769
C -3.1660 -1.2038 0.1586
C -4.3720 -1.4017 0.7970
C -4.4534 -2.2631 1.8819
C -3.3092 -2.9069 2.3241
C -2.0982 -2.7101 1.6821
C 0.4877 -2.9931 0.0769
C 0.9954 -2.9852 1.3764
C 1.6926 -4.0707 1.8671
C 1.9215 -5.1701 1.0540
C 1.4757 -5.1572 -0.2565
C 0.7663 -4.0763 -0.7480
H 0.7926 4.2620 -3.5046
H -0.1681 2.9639 -2.7849
H 0.2819 2.8898 -4.4959
H 2.7116 2.7822 -3.7539
H 1.7677 1.9232 -0.9932
H 1.8713 3.7204 -1.3208
H 3.3176 2.7122 -1.4687
H 2.6056 0.5061 -2.6498
H 2.8068 -0.0330 -4.9341
H 1.5037 1.0828 -5.4226
H -1.1112 -1.7272 -5.3683
H -2.6851 -3.6233 -5.2679
H -3.2300 -4.6458 -3.0725
H -2.2733 -3.7020 -1.0276
H -3.1003 -0.5384 -0.6891
H -5.2612 -0.8971 0.4437
H -5.4017 -2.4318 2.3736
H -3.3665 -3.5853 3.1665
H -1.2210 -3.2424 2.0226
H 0.8456 -2.1004 1.9804
H 2.0591 -4.0669 2.8848
H 2.4575 -6.0284 1.4348
H 1.6725 -6.0001 -0.9048
H 0.4341 -4.0736 -1.7765
C -1.5518 4.3671 -0.0461
Sb -1.0459 2.2463 0.0563
C -2.4062 1.8523 -1.6133
C -2.5651 1.9197 1.5849
H -2.6193 4.4759 -0.1770
H -1.0481 4.8426 -0.8781
H -1.2522 4.8619 0.8679
H -3.4213 1.7481 -1.2340
H -2.0906 0.9438 -2.1206
H -2.3674 2.6832 -2.3127
H -3.5161 2.2734 1.2053
H -2.3119 2.4776 2.4799
H -2.6405 0.8659 1.8274
*
```

These are the Mulliken partial charges, in e, on atoms 1 to 5: number 1, Pd, carries -1.338; number 2, C, carries -1.445; number 3, N, carries 1.053; number 4, C, carries 0.131; number 5, C, carries -0.491



ORCA calculation (the ωB97M-V functional and the def2-TZVPD basis) on a cluster of 2 separate species, C8H8IN in total at a distorted geometry.

Results
* E_LUMO: 0.553 eV
* orbital gap: 0.344 Eh
* HOMO energy: -8.811 eV
* energy relative to the best compared isomer or geometry (same formula, charge and spin): 46.4 kcal per mole

Structure (ORCA input):
```
! RIJCOSX wB97M-V def2-TZVPD def2/J DEFGRID3
* xyz 0 1
C -0.5690 2.3168 1.5632
C -1.4388 1.3753 2.1374
C -2.0153 0.3338 1.3917
N -1.5963 0.0947 0.2106
C -0.7029 0.8631 -0.4190
C -0.2372 2.0338 0.2157
H -0.2749 3.2157 2.0064
H -1.8067 1.5544 3.1116
H -2.7871 -0.2971 1.9107
H -0.4751 0.5943 -1.4693
H 0.2255 2.8879 -0.3579
I 3.2433 -1.2492 0.5102
C 2.2992 -2.0659 -1.0317
C 2.1012 -2.8146 -2.0771
C 0.9807 -1.9439 -1.6869
H 2.3456 -3.5778 -2.6998
H 0.5631 -1.0816 -2.2657
H 0.1445 -2.2397 -1.0500
*
```

These are the Mulliken partial charges, in e, on atoms 1 to 5: number 1, C, carries -0.275; number 2, C, carries -0.413; number 3, C, carries -0.053; number 4, N, carries -0.495; number 5, C, carries -0.229



ORCA calculation (the ωB97M-V functional and the def2-TZVPD basis) on the molecule C8H19NO at a distorted geometry.

Results
* E_LUMO: 0.757 eV
* orbital gap: 0.346 Eh
* HOMO energy: -8.656 eV
* energy relative to the best compared isomer or geometry (same formula, charge and spin): 43.5 kcal per mole

Structure (ORCA input):
```
! RIJCOSX wB97M-V def2-TZVPD def2/J DEFGRID3
* xyz 0 1
C 2.7881 -0.0544 -0.3032
C 1.6182 -0.9694 -0.5949
C -0.0381 -0.5934 -0.2450
C -0.5250 -1.6468 0.7640
C -0.7294 -0.8675 -1.5978
C -0.2256 0.8455 0.2725
C 0.5891 1.2564 1.5065
O 0.0106 1.8052 -0.7476
C -1.8632 1.1299 0.7398
N -3.0166 0.8324 -0.0815
H 2.9528 0.1080 0.7640
H 3.7192 -0.4912 -0.6883
H 2.6929 0.8946 -0.8406
H 1.6804 -1.1887 -1.6682
H 1.8537 -1.9430 -0.1462
H -1.6106 -1.6087 0.9032
H -0.0451 -1.5404 1.7384
H -0.3211 -2.6582 0.3953
H -0.2842 -0.3092 -2.4282
H -1.7938 -0.6548 -1.6782
H -0.6842 -1.9161 -1.9163
H 1.0396 0.4339 2.0664
H 1.3849 1.9655 1.2711
H -0.0052 1.7601 2.2756
H 0.7792 1.5505 -1.2754
H -1.9025 2.2192 0.8590
H -2.0111 0.7187 1.7416
H -2.8046 1.0755 -1.0485
H -3.2484 -0.1536 -0.0374
*
```

These are the Mulliken partial charges, in e, on atoms 1 to 5: number 1, C, carries -1.209; number 2, C, carries -0.769; number 3, C, carries 1.453; number 4, C, carries -1.984; number 5, C, carries -1.852